19
Properties=species:S:1:pos:R:3 method="wB97M-V/def2-TZVPD" energy_ha=-609.60279 charge=0 largest_force_ev_per_a=5.50 e_above_lowest_kj_mol=122.0 lumo_energy_ev=0.6687 smiles="O=C1CCCO1.O=C=O.C=O"
O 0.172 -1.317 -0.332
C -0.254 -0.619 0.555
C -1.091 0.643 0.384
C -1.831 0.814 1.753
C -0.635 0.268 2.562
O -0.034 -0.810 1.831
H -0.484 1.437 0.282
H -1.806 0.528 -0.493
H -2.031 1.798 1.824
H -2.659 0.195 1.864
H 0.185 1.021 2.611
H -0.930 0.159 3.588
O 0.592 0.997 -2.511
C 1.669 1.231 -2.212
O 2.671 1.571 -1.779
C 1.569 -1.967 -2.511
O 2.533 -1.276 -2.167
H 1.430 -2.808 -1.907
H 0.935 -1.865 -3.341



20
Properties=species:S:1:pos:R:3 method="wB97M-V/def2-TZVPD" energy_ha=-1266.29565 charge=+3 largest_force_ev_per_a=8.63 e_above_lowest_kj_mol=0.0 lumo_energy_ev="-16.0470 / -14.6941" spin_multiplicity=6
Sm 0.121 0.087 -1.159
O -0.125 3.800 -1.490
C -0.086 2.643 -1.419
C -0.033 -2.316 -1.381
O -0.055 -3.476 -1.304
C 2.651 0.107 -1.562
O 3.790 0.084 -1.795
C -2.412 0.113 -1.198
O -3.575 0.100 -1.280
H 0.050 0.479 -4.733
H 0.061 -0.288 -4.694
C 0.116 -0.219 3.324
C -0.548 -0.299 1.974
O 0.378 0.236 1.010
H 0.991 -0.893 3.296
H -0.637 -0.569 4.039
H 0.346 0.853 3.468
H -0.810 -1.296 1.617
H -1.444 0.311 1.888
H 1.221 0.543 1.399



21
Properties=species:S:1:pos:R:3 method="wB97M-V/def2-TZVPD" energy_ha=-778.69652 charge=+2 largest_force_ev_per_a=8.23 e_above_lowest_kj_mol=295.0 lumo_energy_ev="-7.4478 / -13.3661" spin_multiplicity=7
H 0.697 0.856 0.789
O 2.548 -0.935 -0.235
C 1.763 -0.146 0.432
C 0.318 -0.436 0.611
C -0.594 -0.403 -0.599
C -1.889 0.367 -0.403
O -2.669 -0.262 0.622
C -3.871 0.235 0.847
O -4.387 1.145 0.244
O -4.364 -0.327 1.945
H 2.314 0.487 1.160
H 0.119 -1.232 1.336
H -0.827 -1.427 -0.927
H -0.082 0.098 -1.435
H -2.473 0.370 -1.332
H -1.692 1.407 -0.108
H -5.213 0.079 2.159
O 4.502 0.733 -0.255
C 4.429 -0.355 -0.753
O 5.072 -0.847 -1.655
Ru 6.297 0.591 -2.441



17
Properties=species:S:1:pos:R:3 method="wB97M-V/def2-TZVPD" energy_ha=-1410.49630 charge=0 largest_force_ev_per_a=3.48 e_above_lowest_kj_mol=367.5 lumo_energy_ev="-1.9365 / -1.9056"
C 0.912 -1.321 -0.017
C 1.577 -2.425 -0.615
C 0.967 -2.693 -1.884
C -0.082 -1.742 -2.084
C -0.132 -0.888 -0.938
Sc -1.193 0.698 2.138
P -0.012 2.920 1.796
H 1.151 -0.858 0.945
H 2.411 -2.968 -0.182
H 1.255 -3.479 -2.579
H -0.807 -0.041 -0.775
H -0.742 -1.673 -2.944
H 0.326 3.499 0.510
H 1.327 3.004 2.349
H -0.514 4.126 2.411
O -3.657 2.246 0.706
C -2.787 1.596 1.163



16
Properties=species:S:1:pos:R:3 method="wB97M-V/def2-TZVPD" energy_ha=-706.81485 charge=0 largest_force_ev_per_a=1.61 e_above_lowest_kj_mol=82.2 lumo_energy_ev=0.8391 smiles="C[C@]1(O)C=C[C@@H]2S[C@@H]21"
C -0.584 1.829 -0.166
C 0.279 0.589 -0.029
O 1.599 1.067 0.211
C 0.242 -0.352 -1.208
C 0.002 -1.611 -0.861
C -0.243 -1.725 0.615
S -1.800 -1.010 1.208
C -0.119 -0.342 1.147
H -1.651 1.558 -0.331
H -0.503 2.455 0.748
H -0.210 2.426 -1.012
H 2.191 0.270 0.160
H 0.431 0.026 -2.203
H -0.080 -2.470 -1.531
H 0.108 -2.567 1.159
H 0.336 -0.144 2.095



17
Properties=species:S:1:pos:R:3 method="wB97M-V/def2-TZVPD" energy_ha=-1104.90129 charge=0 largest_force_ev_per_a=4.78 e_above_lowest_kj_mol=197.0 lumo_energy_ev=-0.1398
C 1.842 1.185 1.072
C 1.493 -0.002 1.505
C 1.465 1.237 -0.266
C 1.017 -0.036 -0.571
C 0.509 -0.608 -1.799
C -2.022 -0.160 0.188
O 1.078 -0.797 0.525
S -2.516 -0.956 1.632
S -3.332 0.089 -0.857
H 2.302 1.896 1.684
H 1.772 -0.505 2.473
H -0.460 -0.141 -2.203
H 1.161 -0.533 -2.682
H 0.164 -1.684 -1.921
H 1.527 2.109 -0.838
H -1.523 -0.554 2.405
H -4.476 -0.540 -0.343



15
Properties=species:S:1:pos:R:3 method="wB97M-V/def2-TZVPD" energy_ha=-631.40914 charge=0 largest_force_ev_per_a=8.18 e_above_lowest_kj_mol=477.9 lumo_energy_ev=0.8632
C 0.568 0.502 -0.038
C -0.658 0.359 -1.087
C -1.130 -0.514 0.191
C -0.462 0.482 1.042
C -0.141 -1.447 0.350
C 1.001 -0.932 0.108
H 2.053 0.986 -1.617
H -0.496 0.026 -2.150
H -1.150 1.439 -1.125
H -2.062 -0.670 0.691
H -0.975 1.514 1.514
H 0.139 0.042 1.969
H -0.436 -2.337 0.440
H 2.025 -1.288 0.217
S 1.725 1.839 -0.506



15
Properties=species:S:1:pos:R:3 method="wB97M-V/def2-TZVPD" energy_ha=-631.37602 charge=0 largest_force_ev_per_a=3.58 e_above_lowest_kj_mol=564.8 lumo_energy_ev="-0.2174 / 0.3578"
C 2.101 0.685 -0.500
C 1.670 0.167 -1.624
C 1.309 1.032 0.765
C -0.191 0.715 0.768
C -0.959 0.169 -0.322
C -1.784 -1.016 -0.773
S -1.340 1.798 -0.284
H 3.103 0.717 -0.162
H 0.714 0.121 -2.017
H 1.575 0.358 1.664
H 1.328 2.135 1.177
H -0.724 0.588 1.673
H -2.754 -0.738 -0.365
H -1.433 -1.869 -0.341
H -1.859 -1.250 -1.786



16
Properties=species:S:1:pos:R:3 method="wB97M-V/def2-TZVPD" energy_ha=-1029.64793 charge=0 largest_force_ev_per_a=3.55 e_above_lowest_kj_mol=375.8 lumo_energy_ev="-0.0583 / -0.0510"
C 0.313 -1.095 -0.193
C -0.326 0.010 0.083
C -2.757 0.112 0.017
C 1.793 -0.788 -0.287
C 0.467 1.245 0.222
C 1.906 0.667 0.225
S -3.462 1.526 -0.126
S -3.207 -1.501 0.092
H -0.083 -2.079 -0.359
H 2.392 -1.481 0.305
H 2.110 -0.872 -1.330
H 0.289 1.912 -0.623
H 0.240 1.792 1.137
H 2.291 0.666 1.246
H 2.581 1.260 -0.389
H -4.546 -1.375 -0.020



16
Properties=species:S:1:pos:R:3 method="wB97M-V/def2-TZVPD" energy_ha=-1029.65552 charge=0 largest_force_ev_per_a=5.75 e_above_lowest_kj_mol=355.9 lumo_energy_ev=0.6297
C -1.199 -1.075 0.609
C -0.263 -0.133 -0.269
C 1.237 -0.648 -0.154
C 1.502 0.583 -0.995
C 1.111 1.738 -0.113
C -0.010 1.312 0.420
H -3.541 -1.537 0.990
H -1.023 -0.679 1.788
H -0.826 -2.068 0.284
H 1.421 -1.496 -0.824
H 1.661 -0.717 0.874
H 2.404 0.759 -1.560
H 1.397 2.855 -0.072
H -0.913 1.641 0.992
S -2.926 -0.704 -0.002
S -0.031 0.168 -1.968



22
Properties=species:S:1:pos:R:3 method="wB97M-V/def2-TZVPD" energy_ha=-832.33843 charge=0 largest_force_ev_per_a=4.88 e_above_lowest_kj_mol=0.0 lumo_energy_ev=-0.8567
O -2.530 0.416 1.526
C -2.280 -0.840 1.202
C -2.884 1.169 0.352
O -1.334 -1.467 1.691
O -2.720 -1.120 -0.021
C -3.030 0.091 -0.731
H -2.067 1.868 0.142
H -3.810 1.714 0.556
H -2.307 0.199 -1.548
H -4.052 0.004 -1.114
Ag -0.387 -3.527 0.600
C 1.567 -1.848 -0.591
C 1.761 -0.522 0.012
O 3.024 0.204 -0.468
C 3.209 1.417 -0.034
O 2.443 2.076 0.643
O 4.323 1.928 -0.574
H 1.383 -1.779 -1.676
H 2.467 -2.478 -0.486
H 1.883 -0.538 1.105
H 0.954 0.172 -0.255
H 4.387 2.860 -0.331



16
Properties=species:S:1:pos:R:3 method="wB97M-V/def2-TZVPD" energy_ha=-258.53185 charge=0 largest_force_ev_per_a=6.43 e_above_lowest_kj_mol=393.5 lumo_energy_ev="0.6302 / -3.4679" spin_multiplicity=3
B -1.194 -1.977 -0.351
C 0.868 1.452 -1.183
C 0.706 1.305 0.308
C -1.268 -0.372 -0.545
C -0.142 0.643 -0.421
C -1.056 -3.343 -0.205
C 1.276 1.706 1.600
H 0.568 2.372 -1.678
H -1.752 -0.187 -1.510
H -2.005 -0.082 0.216
H -1.503 -3.971 0.548
H 1.701 0.957 -1.678
H -0.460 -3.921 -0.896
H 1.308 0.845 2.267
H 0.669 2.481 2.072
H 2.283 2.091 1.459